Below is a cluster of 7 separate species, C36H53N7O11 in total in a non-equilibrium geometry, with properties calculated with the ωB97M-V functional and the def2-TZVPD basis.

The geometry in XYZ format:
```
107
Properties=species:S:1:pos:R:3:forces:R:3:mulliken_charge:R:1
C 4.58327 -4.33622 -7.86854 -0.42 -0.03 -0.61 -1.3683
C 4.54786 -2.95366 -7.22060 1.43 -1.22 -1.19 0.3244
C 3.50505 -2.92691 -6.05857 -1.10 0.70 0.85 -0.7126
O 3.41386 -1.59794 -5.58786 0.83 -0.99 -0.40 -0.3929
C 2.25485 -1.32970 -4.80588 -0.43 0.78 0.43 -0.8648
N 5.82980 -2.75844 -6.57262 -3.31 0.69 1.42 -0.2182
H 5.57653 -4.66279 -8.17658 0.12 0.35 0.12 0.4214
H 4.00988 -4.26558 -8.79283 -0.26 -0.44 0.20 0.3558
H 4.20771 -5.10501 -7.19324 -0.27 0.00 -0.16 0.3685
H 4.30426 -2.15285 -7.91878 0.21 0.14 0.22 0.3898
H 3.72137 -3.73795 -5.36322 0.83 0.37 0.81 0.4074
H 2.52900 -3.29740 -6.37191 -0.19 0.29 -1.12 0.4729
H 2.36658 -1.76930 -3.81473 -0.38 -0.31 -0.17 0.3948
H 1.32114 -1.55495 -5.32120 0.09 -0.87 0.01 0.4045
H 2.13674 -0.25517 -4.66612 0.73 0.12 -0.08 0.3240
H 5.74983 -1.92355 -6.00988 1.04 1.32 -0.12 0.3537
H 5.97505 -3.50279 -5.90558 1.11 -0.90 -0.20 0.3577
C -0.15747 5.64838 -2.14674 -0.43 1.02 0.59 -1.0524
C -1.04203 5.69576 -0.91297 -1.34 -0.08 -0.79 0.0547
C -2.14857 6.84024 -0.89741 1.86 -1.71 0.68 -0.7782
O -2.82916 6.60650 0.31980 -0.33 1.58 -0.20 -0.2564
C -3.72371 7.71019 0.51687 -0.10 -0.87 0.51 -0.7734
N -1.70351 4.39148 -0.80108 0.08 -0.24 0.67 -0.4775
H 0.53389 6.49028 -2.11013 0.31 -0.17 -0.17 0.3954
H -0.79716 5.81184 -3.01401 0.19 -0.44 -0.31 0.3409
H 0.34437 4.68100 -2.12562 0.09 0.27 -0.42 0.0159
H -0.43875 5.72314 -0.00555 0.05 0.63 0.01 0.4198
H -2.85889 6.76542 -1.72078 0.08 -0.20 -0.40 0.4022
H -1.67561 7.82161 -0.93369 0.00 0.25 0.15 0.4575
H -4.47242 7.70637 -0.27529 -0.18 0.12 -0.05 0.3106
H -3.20869 8.67084 0.51981 0.17 0.01 0.01 0.3114
H -4.20274 7.54922 1.48264 -0.06 0.11 -0.10 0.2484
H -2.09731 4.41255 0.12875 -0.33 -0.40 0.18 0.2972
H -2.50038 4.29988 -1.41484 -0.09 0.18 -0.35 0.2061
C 0.32783 3.07294 5.97161 1.95 -0.55 0.40 -1.1994
C 0.32677 2.81736 7.51069 -0.96 3.05 -1.18 0.4657
C 0.07673 4.14849 8.26117 1.80 0.03 0.54 -0.8065
O 1.38100 4.80275 8.41564 -0.99 -0.42 -0.27 -0.3033
C 1.36821 5.82479 9.38751 -0.40 0.09 -0.20 -0.7496
N -0.79328 1.97594 7.71456 -1.10 -1.71 0.96 -0.7782
H 1.09708 3.75429 5.60811 0.04 0.15 0.12 0.3775
H -0.62713 3.36867 5.53721 -0.17 0.05 0.49 0.3144
H 0.59419 2.09456 5.57173 -0.10 0.06 -0.49 0.2407
H 1.23709 2.39557 7.93674 0.05 -0.10 -0.41 0.2657
H -0.34367 3.96790 9.25050 0.05 -0.25 0.23 0.4538
H -0.61948 4.81884 7.75717 -0.02 0.05 -0.39 0.3168
H 2.27663 6.42274 9.31445 0.11 -0.30 -0.01 0.2532
H 1.24897 5.41834 10.39185 0.16 -0.10 0.19 0.2947
H 0.53406 6.50800 9.22778 -0.21 0.17 -0.10 0.3056
H -1.65553 2.45275 7.49257 -0.13 0.34 0.13 0.2634
H -0.74835 1.26798 6.99561 -0.09 -0.50 0.09 0.3072
C -3.87226 -5.72559 -4.33664 0.57 1.35 -0.98 -0.5419
C -3.17760 -4.75120 -5.08187 -0.43 -1.42 0.47 -0.5942
C -2.08925 -4.09910 -4.51725 -0.46 0.91 -0.60 -0.2108
C -1.74328 -4.28671 -3.19453 -0.81 -0.12 -0.19 0.0247
C -2.45858 -5.24234 -2.43813 1.05 1.58 0.09 -0.2622
C -3.51552 -5.88633 -3.02611 0.39 -1.72 0.65 -0.4044
N -0.72124 -3.38208 -2.60216 0.76 -1.06 0.87 0.9630
O -0.00190 -2.63829 -3.25169 -0.81 -0.14 -1.05 -0.5330
O -0.56344 -3.50772 -1.41094 -0.38 -0.07 0.66 -0.5118
H -4.64887 -6.31224 -4.80473 -0.11 0.04 0.12 0.4280
H -3.50007 -4.62701 -6.10510 0.33 0.39 -0.11 0.3917
H -1.60453 -3.32875 -5.09863 0.25 0.02 0.05 0.4054
H -2.22983 -5.45912 -1.40513 0.23 0.16 -0.02 0.4652
H -3.89261 -6.71924 -2.45125 -0.61 0.14 0.07 0.3843
C -2.71136 0.17564 -0.68556 -1.71 1.40 -0.21 0.0064
C -2.65033 -1.17339 -0.48250 -0.71 -0.88 -0.13 -0.2777
C -3.75522 -1.95591 -0.85484 -0.93 -0.02 -0.25 -0.3653
C -4.96216 -1.40088 -1.39246 2.33 -0.98 1.08 -0.3472
C -5.02209 -0.03431 -1.50991 -0.17 0.85 -0.97 -0.4059
C -3.89750 0.71737 -1.22685 0.93 -0.03 0.57 -0.5147
N -6.07342 -2.29872 -1.72209 -1.98 -1.31 0.15 0.9197
O -5.89261 -3.54064 -1.67175 -0.01 2.64 -0.22 -0.5563
O -7.18265 -1.78386 -1.97165 2.29 -0.76 0.30 -0.5695
H -2.02378 0.91837 -0.30875 0.66 -0.33 -0.20 0.1951
H -1.79172 -1.62278 -0.00582 -0.02 -0.18 -0.05 0.5660
H -3.74175 -3.01706 -0.65435 0.03 -0.09 -0.15 0.4610
H -5.86131 0.51258 -1.91364 -0.34 -0.39 0.05 0.4554
H -3.91394 1.78768 -1.37024 -0.24 0.08 -0.01 0.4110
C 3.25917 -3.90589 5.44740 -0.23 -0.34 -1.30 -0.2394
C 3.02619 -5.18900 4.89563 -0.16 1.85 -0.07 -0.5738
C 2.79789 -5.33110 3.51398 0.51 -0.04 -0.43 -0.1981
C 2.96346 -4.26753 2.60047 -0.02 1.51 3.35 -0.1084
C 3.19286 -2.95469 3.22052 0.16 -1.38 -1.23 -0.0066
C 3.36428 -2.78024 4.60422 -0.75 -1.55 -0.60 -0.6876
N 2.73047 -4.48561 1.14801 0.03 1.84 0.68 1.0455
O 2.86306 -3.56405 0.37193 0.60 1.46 0.24 -0.6112
O 2.36289 -5.54228 0.77198 -0.59 -2.89 0.09 -0.6000
H 3.25727 -3.75917 6.51738 0.29 -0.15 0.08 0.3687
H 2.94260 -5.99849 5.60567 -0.15 -0.31 -0.36 0.3649
H 2.49645 -6.29753 3.13776 0.13 -0.10 -0.12 0.4066
H 3.24259 -2.09356 2.57061 0.05 0.06 -0.10 0.4430
H 3.46093 -1.80335 5.05448 0.12 0.12 -0.28 0.4068
C 1.00777 0.48073 -1.50404 0.79 -1.15 0.30 0.0055
C 0.85209 1.80137 -1.14182 -0.92 0.08 0.52 -0.6079
C 0.62242 2.11610 0.18970 1.09 -0.31 0.78 -0.2327
C 0.73373 1.10695 1.19218 -0.88 1.01 -1.03 -0.3372
C 0.90362 -0.20474 0.84452 1.61 -1.04 -1.94 -0.3895
C 1.13297 -0.50975 -0.53265 -0.76 0.82 0.84 -0.2820
N 0.73518 1.45928 2.62164 1.38 1.35 0.44 1.1610
O 0.39523 0.63666 3.44667 -0.23 -0.02 -0.44 -0.6097
O 1.24276 2.55599 2.90181 -0.96 -1.15 -0.46 -0.5664
H 1.16318 0.16064 -2.52374 -0.03 0.28 -0.20 0.1056
H 0.84277 2.59079 -1.87880 -0.10 -0.01 -0.01 0.1894
H 0.54758 3.16666 0.42866 -0.24 -0.12 0.41 0.5337
H 1.18330 -1.00975 1.50796 -0.53 0.22 0.57 0.4818
H 1.44039 -1.50320 -0.82410 -0.27 -0.16 0.12 0.3937
```
Forces are in eV/Å.

As for the highest occupied orbital energy (alpha / beta): -9.90 / -9.90 eV. The calculation puts the orbital gap (alpha / beta) at 7.102 / 1.201 eV. The spin multiplicity is 2. Its calculated total energy is -2613.64616 a.u. Its net charge is +1.